Entry 1:
{
  "formula": "C43H36HoNO4P2",
  "method": "ωB97M-V with the def2-TZVPD basis set",
  "s2": 6.0079,
  "charge": 2,
  "homo_ev": [-11.631, -11.721],
  "largest_force_ev_per_a": 4.3,
  "spin_multiplicity": 5,
  "elements": ["C", "C", "C", "C", "C", "C", "P", "C", "C", "C", "C", "C", "C", "Ho", "P", "C", "C", "C", "C", "C", "C", "C", "C", "C", "C", "C", "C", "C", "C", "C", "C", "C", "C", "C", "C", "C", "C", "C", "C", "H", "H", "H", "H", "H", "H", "H", "H", "H", "H", "H", "H", "H", "H", "H", "H", "H", "H", "H", "H", "H", "H", "H", "H", "H", "H", "H", "H", "H", "H", "H", "H", "O", "C", "O", "C", "C", "C", "C", "C", "C", "N", "O", "O", "H", "H", "H", "H"],
  "coordinates": [[0.546, -1.612, -3.380], [-0.459, -2.101, -2.517], [-1.802, -2.088, -2.882], [-2.155, -1.736, -4.188], [-1.161, -1.315, -5.079], [0.195, -1.268, -4.693], [0.064, -2.185, -0.807], [-1.212, -3.290, -0.035], [-2.229, -2.798, 0.815], [-3.334, -3.581, 1.167], [-3.429, -4.914, 0.771], [-2.367, -5.453, 0.035], [-1.271, -4.662, -0.350], [-1.028, 0.093, 0.347], [0.204, 2.542, -1.006], [-1.203, 2.533, -2.099], [-1.049, 2.870, -3.449], [-2.073, 2.555, -4.336], [-3.246, 1.917, -3.890], [-3.406, 1.611, -2.531], [-2.412, 1.980, -1.625], [-0.065, 3.578, 0.417], [0.698, 3.411, 1.593], [0.374, 4.118, 2.743], [-0.673, 5.045, 2.735], [-1.396, 5.257, 1.560], [-1.110, 4.521, 0.408], [1.762, 2.739, -1.822], [2.755, 1.735, -1.607], [3.972, 1.794, -2.307], [4.219, 2.885, -3.173], [3.291, 3.942, -3.280], [2.071, 3.882, -2.586], [1.613, -3.061, -0.670], [2.109, -3.876, -1.690], [3.394, -4.412, -1.572], [4.175, -4.167, -0.436], [3.656, -3.370, 0.593], [2.379, -2.829, 0.488], [1.524, 2.688, 1.603], [0.909, 3.915, 3.671], [-0.927, 5.588, 3.645], [-2.228, 5.964, 1.547], [-1.710, 4.663, -0.500], [-0.127, 3.345, -3.789], [-1.910, 2.811, -5.383], [-4.034, 1.637, -4.612], [-4.303, 1.066, -2.212], [-2.661, 1.873, -0.550], [2.545, 0.954, -0.835], [4.784, 1.055, -2.162], [5.177, 2.984, -3.673], [3.542, 4.867, -3.847], [1.396, 4.730, -2.562], [1.529, -4.048, -2.597], [3.786, -5.009, -2.393], [5.187, -4.570, -0.376], [4.271, -3.168, 1.472], [2.008, -2.184, 1.288], [-2.198, -1.772, 1.245], [-4.144, -3.154, 1.765], [-4.296, -5.526, 1.034], [-2.395, -6.508, -0.243], [-0.458, -5.124, -0.920], [-2.592, -2.301, -2.160], [-3.206, -1.704, -4.451], [-1.378, -0.961, -6.103], [0.852, -0.838, -5.471], [1.550, -1.423, -2.957], [0.330, 1.180, -0.569], [0.733, -0.755, -0.750], [-1.575, 0.725, 2.309], [-0.429, 0.274, 2.819], [0.462, -0.170, 1.963], [-0.196, 0.198, 4.271], [0.472, -0.939, 4.783], [0.589, -1.148, 6.159], [-0.011, -0.203, 7.018], [-0.626, 0.955, 6.526], [-0.746, 1.121, 5.161], [0.104, -0.383, 8.437], [0.677, -1.386, 8.903], [-0.364, 0.495, 9.192], [0.846, -1.733, 4.085], [1.148, -1.985, 6.577], [-0.971, 1.683, 7.234], [-1.330, 1.936, 4.750]]
}

***

Entry 2:
{
  "formula": "C43H36N10O2SbZr",
  "method": "ωB97M-V with the def2-TZVPD basis set",
  "charge": 1,
  "homo_ev": [-8.955, -8.956],
  "largest_force_ev_per_a": 2.4,
  "elements": ["Zr", "C", "C", "C", "C", "C", "N", "C", "N", "C", "C", "C", "C", "C", "C", "C", "C", "N", "C", "N", "C", "N", "C", "N", "C", "N", "C", "C", "C", "C", "C", "C", "C", "C", "C", "C", "C", "C", "N", "C", "C", "H", "H", "H", "H", "H", "H", "H", "H", "H", "H", "H", "H", "H", "H", "H", "H", "C", "N", "C", "C", "C", "O", "N", "C", "O", "H", "H", "H", "H", "H", "C", "C", "Sb", "C", "C", "C", "C", "H", "H", "H", "H", "H", "H", "H", "H", "H", "H", "H", "H", "H", "H", "H"],
  "coordinates": [[-0.280, 0.160, -0.354], [-3.638, 4.324, 3.447], [-4.507, 4.408, 2.361], [-4.412, 3.540, 1.288], [-3.401, 2.592, 1.322], [-2.961, 1.597, 0.366], [-1.869, 0.932, 0.859], [-1.617, 1.413, 2.120], [-0.782, 0.904, 2.998], [-0.037, -0.159, 2.760], [0.539, -0.964, 3.815], [0.465, -0.876, 5.196], [1.061, -1.890, 5.927], [1.733, -2.938, 5.301], [1.818, -3.028, 3.920], [1.191, -2.038, 3.180], [0.982, -1.849, 1.759], [1.435, -2.678, 0.849], [1.104, -2.629, -0.420], [0.104, -1.869, -0.967], [0.061, -2.123, -2.308], [-0.809, -1.631, -3.168], [-1.785, -0.812, -2.835], [-1.984, -0.219, -1.617], [-3.094, 0.575, -1.711], [-3.541, 1.412, -0.799], [-3.699, 0.424, -3.018], [-4.871, 0.913, -3.572], [-5.170, 0.528, -4.870], [-4.319, -0.306, -5.593], [-3.147, -0.797, -5.047], [-2.847, -0.434, -3.744], [1.082, -3.094, -2.660], [1.447, -3.693, -3.857], [2.477, -4.618, -3.825], [3.129, -4.936, -2.633], [2.765, -4.349, -1.432], [1.733, -3.426, -1.453], [0.237, -0.715, 1.544], [-2.529, 2.498, 2.424], [-2.643, 3.362, 3.504], [-3.756, 5.024, 4.258], [-5.275, 5.165, 2.364], [-5.083, 3.590, 0.447], [-0.052, -0.057, 5.667], [1.012, -1.864, 7.006], [2.193, -3.698, 5.916], [2.345, -3.830, 3.431], [-5.531, 1.544, -2.997], [-6.086, 0.870, -5.328], [-4.589, -0.588, -6.599], [-2.491, -1.447, -5.603], [0.934, -3.439, -4.772], [2.778, -5.115, -4.735], [3.926, -5.664, -2.648], [3.246, -4.610, -0.506], [-1.976, 3.279, 4.347], [4.936, -1.341, -2.408], [3.677, -0.630, -2.353], [3.109, -0.160, -3.477], [1.952, 0.550, -3.458], [1.322, 0.704, -2.195], [0.180, 1.265, -2.020], [1.886, 0.221, -1.077], [3.083, -0.424, -1.089], [3.618, -0.808, -0.074], [5.719, -0.682, -2.784], [4.852, -2.215, -3.056], [5.181, -1.647, -1.392], [3.623, -0.381, -4.401], [1.482, 0.945, -4.341], [-1.172, 3.854, -1.438], [-0.640, 4.170, -0.049], [0.907, 2.762, 0.619], [1.418, 3.857, 2.464], [0.985, 5.311, 2.518], [2.451, 3.640, -0.674], [3.852, 3.125, -0.380], [-2.024, 4.493, -1.669], [-1.505, 2.816, -1.514], [-0.411, 4.018, -2.200], [-1.455, 4.136, 0.678], [-0.210, 5.175, -0.033], [2.501, 3.786, 2.559], [0.976, 3.298, 3.290], [1.406, 5.875, 1.689], [1.344, 5.759, 3.443], [-0.098, 5.403, 2.498], [2.420, 4.724, -0.559], [2.166, 3.391, -1.699], [4.221, 3.521, 0.563], [4.540, 3.436, -1.165], [3.874, 2.037, -0.321]]
}

***

Entry 3:
{
  "formula": "C43H36N5P2PtSSeTe",
  "method": "ωB97M-V with the def2-TZVPD basis set",
  "charge": 1,
  "homo_ev": [-8.761, -8.750],
  "largest_force_ev_per_a": 3.0,
  "elements": ["Pt", "N", "C", "S", "N", "N", "C", "C", "C", "C", "C", "C", "N", "H", "H", "H", "H", "H", "H", "H", "Te", "C", "C", "C", "N", "C", "C", "C", "P", "C", "C", "C", "C", "C", "C", "C", "C", "C", "C", "C", "C", "P", "C", "C", "C", "C", "C", "C", "C", "C", "C", "C", "C", "C", "H", "H", "H", "H", "H", "H", "H", "H", "H", "H", "H", "H", "H", "H", "H", "H", "H", "H", "H", "H", "H", "H", "H", "H", "Se", "C", "C", "C", "C", "C", "C", "H", "H", "H", "H", "H"],
  "coordinates": [[1.396, -0.562, -0.796], [4.899, -2.155, 1.589], [3.965, -1.735, 0.722], [2.606, -0.870, 1.428], [4.111, -2.027, -0.531], [3.225, -1.541, -1.407], [3.358, -1.898, -2.633], [2.475, -1.365, -3.645], [2.687, -1.611, -5.003], [1.828, -1.056, -5.931], [0.781, -0.262, -5.479], [0.645, -0.061, -4.116], [1.454, -0.607, -3.221], [4.772, -2.018, 2.575], [5.694, -2.676, 1.260], [4.160, -2.574, -2.913], [3.524, -2.225, -5.308], [1.968, -1.228, -6.989], [0.083, 0.189, -6.169], [-0.151, 0.566, -3.726], [-3.482, 0.817, -0.817], [-4.498, 0.375, 1.023], [-4.736, -0.945, 1.380], [-5.433, -1.195, 2.555], [-5.890, -0.233, 3.350], [-5.679, 1.026, 2.990], [-4.989, 1.383, 1.837], [-1.687, -0.176, -0.317], [-0.257, 0.794, 0.188], [-0.668, 1.299, 1.887], [-0.135, 2.461, 2.450], [-0.547, 2.878, 3.703], [-1.483, 2.135, 4.413], [-1.999, 0.970, 3.869], [-1.592, 0.554, 2.611], [-0.271, 2.380, -0.717], [0.627, 2.563, -1.770], [0.612, 3.737, -2.507], [-0.302, 4.733, -2.195], [-1.192, 4.561, -1.145], [-1.179, 3.391, -0.401], [-1.014, -1.417, -1.384], [-0.256, -2.695, -0.296], [-0.438, -2.773, 1.083], [0.192, -3.773, 1.809], [1.017, -4.692, 1.174], [1.220, -4.609, -0.197], [0.587, -3.618, -0.929], [-2.456, -2.259, -2.103], [-2.948, -1.749, -3.301], [-4.132, -2.234, -3.833], [-4.822, -3.233, -3.160], [-4.327, -3.750, -1.971], [-3.140, -3.269, -1.437], [-4.389, -1.763, 0.761], [-5.639, -2.212, 2.872], [-6.073, 1.786, 3.657], [-4.839, 2.427, 1.593], [0.584, 3.046, 1.891], [-0.149, 3.794, 4.122], [-1.812, 2.470, 5.388], [-2.731, 0.390, 4.416], [-2.015, -0.341, 2.174], [1.343, 1.778, -1.992], [1.313, 3.882, -3.319], [-0.316, 5.651, -2.766], [-1.898, 5.343, -0.900], [-1.854, 3.272, 0.434], [-1.071, -2.054, 1.585], [0.043, -3.831, 2.879], [1.500, -5.473, 1.746], [1.882, -5.309, -0.693], [0.718, -3.562, -2.005], [-2.396, -0.966, -3.811], [-4.516, -1.834, -4.761], [-5.749, -3.613, -3.569], [-4.873, -4.529, -1.456], [-2.753, -3.666, -0.506], [2.914, 1.809, 0.662], [4.021, 2.538, 2.004], [5.282, 3.015, 1.632], [6.083, 3.638, 2.570], [5.639, 3.777, 3.880], [4.392, 3.284, 4.254], [3.578, 2.668, 3.323], [5.613, 2.904, 0.608], [7.054, 4.016, 2.281], [6.266, 4.269, 4.611], [4.057, 3.390, 5.277], [2.605, 2.287, 3.608]]
}